Record 1
Density functional theory data (wB97M-V/def2-TZVPD) for a structure of composition C26H33AsF2N6OPPtS.

Properties
DFT total energy = -128125.1946 eV
relative energy (zero: lowest compared OMol25 entry of this formula, charge and spin) = 1.5 kcal/mol
HOMO-LUMO gap = 8.34 eV
LUMO level = -2.1169 eV
net charge = +1

```
72
Properties=species:S:1:pos:R:3:mulliken_charge:R:1
Pt -0.142 -0.330 0.143 0.515
N -0.755 1.549 -1.945 -0.430
N -1.251 2.710 -1.357 -0.282
C -1.529 2.790 -0.057 0.968
N -1.950 3.992 0.386 -0.448
S -1.428 1.546 1.084 -0.701
H 0.258 1.527 -1.945 0.221
H -1.150 1.442 -2.868 0.275
H -1.232 3.574 -1.883 0.208
H -1.969 4.811 -0.197 0.186
H -2.202 4.086 1.354 0.206
F 1.359 -1.328 -1.936 -0.320
C 1.046 -1.743 -0.653 -0.087
F 0.609 -3.040 -0.806 -0.278
H 2.011 -1.816 -0.135 0.315
O 1.602 0.794 0.027 -0.702
As 2.533 1.290 1.324 1.431
C 2.761 3.182 1.156 -0.073
C 3.878 3.674 0.490 -0.468
C 3.976 5.033 0.228 -0.752
C 2.962 5.891 0.625 -0.510
C 1.845 5.397 1.287 -0.925
C 1.736 4.040 1.548 0.114
C 4.229 0.429 1.165 0.040
C 5.048 0.276 2.278 -0.378
C 6.271 -0.362 2.138 -0.693
C 6.662 -0.843 0.896 -0.480
C 5.836 -0.696 -0.210 -0.709
C 4.611 -0.059 -0.080 -0.307
C 1.830 0.901 3.059 0.273
C 1.940 1.835 4.083 -0.231
C 1.476 1.518 5.352 -0.813
C 0.909 0.276 5.592 -0.536
C 0.817 -0.661 4.572 -0.854
C 1.285 -0.357 3.304 -0.100
H 4.675 3.005 0.189 0.424
H 4.847 5.421 -0.283 0.423
H 3.044 6.951 0.425 0.404
H 1.062 6.073 1.607 0.441
H 0.861 3.650 2.058 0.476
H 4.735 0.643 3.249 0.407
H 6.914 -0.489 2.998 0.413
H 7.616 -1.342 0.791 0.405
H 6.142 -1.083 -1.172 0.425
H 3.945 0.041 -0.930 0.474
H 2.385 2.805 3.901 0.484
H 1.559 2.242 6.151 0.438
H 0.547 0.033 6.582 0.422
H 0.388 -1.635 4.767 0.434
H 1.225 -1.097 2.513 0.379
C -3.129 -4.348 -0.837 -0.786
N -2.979 -4.160 0.607 0.105
C -4.181 -3.521 1.133 -0.971
N -4.511 -2.261 0.477 0.150
C -4.649 -2.519 -0.958 -0.950
N -3.465 -3.123 -1.565 0.074
C -2.356 -2.172 -1.549 -1.156
P -1.883 -1.704 0.169 2.041
C -1.794 -3.379 0.943 -1.167
C -3.551 -1.204 0.781 -1.069
H -3.932 -5.068 -1.000 0.271
H -2.202 -4.758 -1.242 0.424
H -4.055 -3.346 2.203 0.389
H -5.025 -4.198 0.988 0.309
H -4.881 -1.585 -1.472 0.387
H -5.490 -3.204 -1.084 0.305
H -2.657 -1.261 -2.074 0.385
H -1.479 -2.576 -2.057 0.456
H -1.745 -3.268 2.030 0.438
H -0.887 -3.874 0.615 0.441
H -3.847 -0.268 0.302 0.426
H -3.523 -1.027 1.859 0.377
```

***

Record 2
Density functional theory data (wB97M-V/def2-TZVPD) for a structure of composition C26H33EuN3O5.

Properties
DFT total energy = -61532.0838 eV
relative energy (zero: lowest compared OMol25 entry of this formula, charge and spin) = 6.5 kcal/mol
HOMO-LUMO gap (spin up / spin down) = 7.44 / 7.47 eV
LUMO level (spin up / spin down) = -4.0017 / -3.9752 eV
net charge = +1
2S+1 = 7

```
68
Properties=species:S:1:pos:R:3:lowdin_spin:R:1
Eu -0.041 0.140 0.243 6.052
O -1.263 -2.164 -0.238 -0.003
C -2.699 -2.265 -0.243 0.000
C -3.218 -1.009 -0.893 0.000
N -2.575 0.190 -0.336 -0.009
C -3.015 0.511 1.052 0.000
C -2.315 -0.366 2.112 0.000
O -2.960 -1.009 2.894 0.000
O -0.977 -0.330 2.036 -0.012
C -2.574 1.365 -1.263 0.000
C -1.114 1.726 -1.107 -0.004
O -0.759 2.304 -0.045 -0.003
O -0.274 1.020 -1.757 -0.007
H -0.892 -2.958 0.172 0.000
H -3.003 -3.128 -0.832 0.000
H -3.068 -2.383 0.773 0.000
H -2.983 -1.038 -1.954 0.000
H -4.304 -0.960 -0.779 0.000
H -2.744 1.542 1.259 0.000
H -4.091 0.395 1.164 0.000
H -2.778 1.045 -2.277 0.000
H -3.261 2.149 -0.954 0.000
C 1.849 -3.423 2.301 0.000
C 1.596 -3.771 0.850 0.000
C 1.278 -5.076 0.477 0.000
C 1.020 -5.398 -0.847 0.000
C 1.046 -4.407 -1.820 0.000
C 1.334 -3.090 -1.485 0.000
C 1.282 -1.988 -2.514 0.000
C 1.640 -2.805 -0.154 0.000
N 1.893 -1.431 0.184 -0.007
C 3.071 -1.027 0.501 0.001
C 4.297 -1.888 0.503 0.000
C 3.220 0.427 0.840 0.001
C 4.580 0.946 1.201 0.000
N 2.140 1.147 0.831 -0.008
C 2.183 2.555 0.985 0.000
C 2.705 3.341 -0.065 0.000
C 3.205 2.725 -1.347 0.000
C 2.698 4.715 0.094 0.000
C 2.188 5.298 1.250 0.000
C 1.662 4.504 2.263 0.000
C 1.630 3.126 2.148 0.000
C 1.047 2.280 3.246 0.000
H 1.475 -4.212 2.951 0.000
H 1.354 -2.495 2.591 0.000
H 2.916 -3.309 2.513 0.000
H 1.234 -5.844 1.243 0.000
H 0.784 -6.421 -1.119 0.000
H 0.819 -4.651 -2.853 0.000
H 0.970 -2.374 -3.484 0.000
H 2.248 -1.494 -2.640 0.000
H 0.561 -1.221 -2.231 0.000
H 4.072 -2.898 0.174 0.000
H 4.736 -1.930 1.504 0.000
H 5.054 -1.459 -0.158 0.000
H 4.984 0.377 2.043 0.000
H 4.539 1.997 1.475 0.000
H 5.282 0.824 0.371 0.000
H 2.529 1.948 -1.707 0.000
H 4.199 2.279 -1.233 0.000
H 3.284 3.483 -2.125 0.000
H 3.087 5.340 -0.704 0.000
H 2.195 6.377 1.358 0.000
H 1.265 4.965 3.161 0.000
H 0.858 2.884 4.132 0.000
H 1.708 1.460 3.533 0.000
H 0.095 1.834 2.962 0.000
```

***

Record 3
Density functional theory data (wB97M-V/def2-TZVPD) for a cluster of 2 separate species, C26H33F9IN4O8 in total.

Properties
DFT total energy = -82386.7910 eV
HOMO-LUMO gap = 7.43 eV
LUMO level = -4.5297 eV
net charge = +1

```
81
Properties=species:S:1:pos:R:3:mulliken_charge:R:1
C -6.777 -0.341 1.145 -1.257
C -5.907 -1.378 0.422 -0.352
N -4.628 -1.633 1.135 0.224
C -3.628 -2.117 0.198 -1.198
C -2.208 -2.107 0.823 -1.941
C -1.234 -1.276 0.037 1.205
C -0.930 0.033 0.449 0.103
C -1.576 0.557 1.693 -0.198
O -1.240 0.098 2.736 -0.445
O -2.467 1.541 1.523 -0.096
N -2.597 2.326 2.708 -0.528
C -0.013 0.817 -0.255 0.385
C 0.329 2.207 0.203 0.334
C 0.574 3.204 -0.913 -0.276
O 1.601 3.766 -1.034 -0.365
I -0.999 3.616 -2.298 0.014
C 0.572 0.236 -1.363 0.470
F 1.493 0.890 -2.055 -0.368
N 0.276 -1.001 -1.802 0.971
C 0.990 -1.481 -3.009 -1.072
O 0.767 -0.646 -4.102 -0.374
C -0.500 -0.795 -4.637 0.860
C -1.105 0.474 -5.116 -1.091
O -1.031 -1.856 -4.705 -0.507
C -0.623 -1.771 -1.123 0.331
C -0.943 -3.144 -1.637 -1.482
C 0.024 -4.184 -1.061 0.432
O 0.270 -5.179 -1.665 -0.524
N 0.585 -3.861 0.208 0.216
C 0.792 -5.105 0.980 -1.202
C 1.913 -3.207 -0.007 -0.933
C -4.904 -2.600 2.173 0.477
C -5.060 -4.067 1.851 -1.258
O -5.039 -2.215 3.294 -0.540
H -7.747 -0.766 1.372 0.317
H -6.939 0.509 0.490 0.365
H -6.275 0.033 2.028 0.332
H -6.450 -2.313 0.265 0.438
H -5.690 -1.003 -0.571 0.347
H -3.618 -1.507 -0.700 0.650
H -3.833 -3.133 -0.157 0.351
H -1.815 -3.116 0.804 0.492
H -2.213 -1.817 1.863 1.053
H -1.740 2.858 2.830 0.233
H -3.351 2.971 2.517 0.272
H -0.477 2.605 0.810 0.148
H 1.204 2.176 0.846 0.167
H 2.052 -1.472 -2.795 0.354
H 0.718 -2.497 -3.257 0.814
H -1.445 0.363 -6.137 0.381
H -1.914 0.767 -4.456 0.239
H -0.381 1.283 -5.103 0.329
H -0.902 -3.175 -2.718 0.371
H -1.945 -3.436 -1.356 0.058
H -0.108 -5.710 0.979 0.377
H 1.569 -5.721 0.537 0.475
H 1.035 -4.847 2.003 0.399
H 2.155 -3.187 -1.067 0.282
H 2.692 -3.752 0.507 0.446
H 1.932 -2.194 0.392 0.235
H -5.366 -4.216 0.819 0.388
H -5.768 -4.514 2.530 0.383
H -4.090 -4.544 1.979 0.274
C 5.378 4.379 -0.300 -0.893
C 5.112 3.039 0.405 0.929
C 4.067 3.019 1.520 0.509
F 4.397 3.816 2.548 -0.245
F 3.956 1.750 2.003 -0.258
F 6.271 2.517 0.849 -0.272
F 4.630 2.186 -0.554 -0.286
O 6.504 5.127 0.112 -0.415
C 6.435 6.001 1.171 0.820
C 7.349 5.574 2.323 0.182
F 7.018 4.340 2.757 -0.217
F 7.196 6.438 3.347 -0.251
F 5.165 6.186 1.580 -0.287
F 6.886 7.192 0.731 -0.297
H 5.609 4.108 -1.329 0.454
H 4.479 4.993 -0.348 0.402
H 3.090 3.320 1.131 -0.111
H 8.391 5.570 1.998 0.251
```

***

Record 4
Density functional theory data (wB97M-V/def2-TZVPD) for a structure of composition C26H33MnN5S.

Properties
DFT total energy = -77089.0442 eV
relative energy (zero: lowest compared OMol25 entry of this formula, charge and spin) = 0.0 kcal/mol
HOMO-LUMO gap (spin up / spin down) = 7.86 / 7.16 eV
LUMO level (spin up / spin down) = -5.9502 / -6.0116 eV
net charge = +2
2S+1 = 4

```
66
Properties=species:S:1:pos:R:3:lowdin_spin:R:1
Mn -0.777 -0.832 -0.751 2.958
N -3.510 -1.444 2.588 -0.005
C -2.755 -0.937 1.602 -0.006
S -1.165 -1.762 1.363 -0.005
N -3.135 0.089 0.928 -0.001
N -2.297 0.388 -0.144 -0.010
C -2.200 1.617 -0.539 0.019
C -2.772 2.823 0.079 0.001
C -1.972 3.973 0.102 0.003
C -2.418 5.131 0.714 0.000
C -3.682 5.164 1.287 0.004
C -4.487 4.034 1.258 0.000
C -4.036 2.863 0.674 0.003
C -1.391 1.742 -1.799 0.003
C -1.644 2.732 -2.731 0.001
C -0.974 2.695 -3.947 0.003
C -0.074 1.674 -4.195 0.001
C 0.122 0.713 -3.218 0.005
N -0.517 0.742 -2.045 0.001
H -3.233 -2.280 3.070 0.000
H -4.446 -1.093 2.727 0.000
H -0.982 3.964 -0.336 0.000
H -1.784 6.006 0.736 0.000
H -4.039 6.073 1.754 0.000
H -5.476 4.063 1.695 0.000
H -4.674 1.995 0.653 0.000
H -2.366 3.506 -2.519 0.000
H -1.171 3.448 -4.698 0.000
H 0.458 1.604 -5.133 0.000
H 0.786 -0.127 -3.372 0.000
C 3.500 -0.060 -1.358 0.001
N 3.997 -1.386 -0.892 0.000
C 5.074 -1.234 0.134 0.000
C 2.872 -2.287 -0.391 0.001
C 1.890 -2.632 -1.472 0.000
C 2.309 -3.581 -2.411 0.001
C 1.478 -3.996 -3.437 0.007
C 0.192 -3.475 -3.506 0.003
C -0.208 -2.543 -2.559 0.021
C 0.608 -2.075 -1.516 -0.033
H 4.322 0.476 -1.824 0.000
H 3.140 0.482 -0.485 0.000
H 2.691 -0.231 -2.060 0.000
H 4.403 -1.865 -1.698 0.000
H 4.642 -0.747 1.005 0.000
H 5.872 -0.626 -0.282 0.000
H 5.444 -2.222 0.395 0.000
H 2.424 -1.755 0.448 0.001
H 3.385 -3.172 -0.015 0.000
H 3.295 -4.030 -2.323 0.000
H 1.814 -4.733 -4.153 0.000
H -0.490 -3.802 -4.280 0.000
H -1.243 -2.183 -2.659 0.007
C 0.694 0.216 4.523 0.000
C -0.073 -0.901 3.819 0.001
C 0.583 -2.253 4.067 0.000
C -0.152 -0.567 2.332 0.011
H 0.758 0.019 5.592 0.000
H 0.215 1.187 4.389 0.000
H 1.717 0.284 4.142 0.000
H -1.095 -0.908 4.213 0.000
H 1.636 -2.224 3.768 0.000
H 0.101 -3.067 3.525 0.000
H 0.557 -2.508 5.125 0.000
H 0.843 -0.586 1.881 0.003
H -0.583 0.420 2.159 0.002
```